This record from the Open Molecules 2025 dataset describes a molecular structure, C2H9N3 at a distorted geometry. The level of theory is ωB97M-V/def2-TZVPD.

```
14
Properties=species:S:1:pos:R:3:mulliken_charge:R:1
C 0.307 -0.504 0.708 -0.055
C 1.384 0.560 0.808 -1.203
N -1.027 -0.164 0.662 -0.218
N -1.311 1.089 0.383 -0.279
N -0.445 -1.238 -1.734 -0.730
H -2.298 1.245 0.215 0.281
H -0.699 1.601 -0.249 0.200
H -0.535 -0.737 -2.624 0.107
H -1.183 -1.887 -1.448 0.173
H 0.454 -1.335 1.406 0.370
H 0.326 -1.097 -0.606 0.309
H 2.291 0.119 1.225 0.343
H 1.627 0.941 -0.188 0.337
H 1.112 1.408 1.442 0.363
```

E_LUMO (alpha / beta) = 0.151 / 0.152 eV
Gap between HOMO and LUMO (alpha / beta) = 7.80 / 7.80 eV
M = 75.115 g mol⁻¹
Spin multiplicity = 1


This record from the Open Molecules 2025 dataset describes a molecular structure, C2H9N3O at a distorted geometry. The level of theory is ωB97M-V/def2-TZVPD.

```
15
Properties=species:S:1:pos:R:3:mulliken_charge:R:1
C -0.955 -1.286 -0.139 -0.317
N -1.881 -0.594 -0.885 -0.329
H -1.734 -0.637 -1.886 0.223
H -2.733 -0.303 -0.426 0.218
H -1.150 -1.292 0.929 0.407
H -0.612 -2.224 -0.561 0.240
H -0.319 1.026 1.023 0.145
N 1.702 -1.058 0.304 -0.503
C 0.403 1.416 0.250 -0.038
O 0.641 -0.386 -0.409 -0.325
N 1.453 2.091 0.681 -0.705
H 2.439 -0.349 0.323 0.299
H 1.350 -1.125 1.263 0.239
H 1.524 2.991 0.204 0.210
H -0.127 1.730 -0.670 0.236
```

E_LUMO = 0.573 eV
Gap between HOMO and LUMO = 8.27 eV
M = 91.114 g mol⁻¹
Spin multiplicity = 1


This record from the Open Molecules 2025 dataset describes C2H9N3O in the gas phase at a distorted geometry. The level of theory is ωB97M-V/def2-TZVPD.

```
15
Properties=species:S:1:pos:R:3:mulliken_charge:R:1
C -2.399 -0.102 0.533 -0.538
O -1.334 0.495 -0.165 -0.268
N -0.186 -0.434 -0.581 -0.394
C 0.963 0.112 0.124 0.240
N 1.570 1.299 -0.399 -0.610
N 1.933 -0.909 0.401 -0.629
H -2.721 -1.044 0.079 0.251
H -2.105 -0.291 1.571 0.242
H -3.222 0.613 0.509 0.238
H -0.100 -0.271 -1.585 0.211
H 0.439 0.412 1.078 0.270
H 2.345 1.130 -1.032 0.222
H 0.942 1.912 -0.906 0.251
H 2.385 -1.209 -0.457 0.243
H 1.490 -1.713 0.829 0.269
```

E_LUMO = 1.043 eV
Gap between HOMO and LUMO = 10.22 eV
M = 91.114 g mol⁻¹
Spin multiplicity = 1


This record from the Open Molecules 2025 dataset describes 2 unconnected molecules or ions with the total composition C2H9N3O at a distorted geometry. The level of theory is ωB97M-V/def2-TZVPD.

```
15
Properties=species:S:1:pos:R:3:mulliken_charge:R:1
N -1.633 -1.260 0.843 -0.520
C -1.962 -0.457 -0.221 0.116
O -2.253 0.710 -0.144 -0.462
H -1.029 -2.019 0.565 0.293
H -1.384 -0.772 1.689 0.313
H -1.508 -0.803 -1.174 0.316
N 1.241 0.181 0.884 -0.523
C 1.416 0.711 -0.431 -0.172
N 2.607 0.160 -1.119 -0.653
H 0.285 0.007 1.160 0.118
H 1.621 0.656 1.693 0.229
H 1.618 1.778 -0.556 0.237
H 0.489 0.629 -0.996 0.246
H 2.376 -0.779 -1.444 0.223
H 3.366 -0.048 -0.479 0.239
```

E_LUMO = 0.816 eV
Gap between HOMO and LUMO = 10.22 eV
M = 91.114 g mol⁻¹
Spin multiplicity = 1


This record from the Open Molecules 2025 dataset describes 2 unconnected molecules or ions with the total composition C2H9N3O at a distorted geometry. The level of theory is ωB97M-V/def2-TZVPD.

```
15
Properties=species:S:1:pos:R:3:mulliken_charge:R:1
H -1.030 0.031 -1.885 0.165
N -0.440 -0.064 -1.066 -0.555
C -1.031 0.299 0.006 0.439
N -2.269 0.897 0.118 -0.434
N -0.412 0.166 1.232 -0.286
C 0.835 -0.576 1.222 -0.931
H -2.794 0.744 0.958 0.210
H -2.792 1.156 -0.693 0.197
H -0.477 0.955 1.851 0.257
H 0.639 -1.489 0.677 0.358
H 1.692 -0.033 0.827 0.335
H 1.141 -0.745 2.252 0.271
O 2.789 -0.572 -1.231 -0.664
H 2.920 -1.097 -2.024 0.297
H 1.827 -0.502 -1.136 0.342
```

E_LUMO = 0.842 eV
Gap between HOMO and LUMO = 9.98 eV
M = 91.114 g mol⁻¹
Spin multiplicity = 1


This record from the Open Molecules 2025 dataset describes 2 unconnected molecules or ions with the total composition C2H9N3O at a distorted geometry. The level of theory is ωB97M-V/def2-TZVPD.

```
15
Properties=species:S:1:pos:R:3:mulliken_charge:R:1
H 2.831 0.524 0.676 0.218
N 1.848 0.303 0.532 -0.637
C 1.630 -0.654 1.362 0.039
N 0.529 -1.457 1.347 -0.448
H 2.178 -0.750 2.306 0.334
H 0.714 -2.426 1.582 0.247
H -0.062 -1.374 0.523 0.363
N -1.583 1.754 -0.870 -0.668
C -1.648 0.351 -1.200 -0.169
O -0.439 -0.323 -1.153 -0.690
H -0.851 2.184 -1.436 0.250
H -1.157 1.843 0.047 0.260
H -2.398 -0.149 -0.585 0.300
H -2.072 0.278 -2.204 0.268
H 0.477 -0.103 -0.927 0.334
```

E_LUMO = 0.913 eV
Gap between HOMO and LUMO = 10.54 eV
M = 91.114 g mol⁻¹
Spin multiplicity = 1


This record from the Open Molecules 2025 dataset describes 2 unconnected molecules or ions with the total composition C2H9N3O at a distorted geometry. The level of theory is ωB97M-V/def2-TZVPD.

```
15
Properties=species:S:1:pos:R:3:mulliken_charge:R:1
C -0.661 -0.157 0.870 -0.392
C 0.993 0.239 -1.583 -0.540
N 2.105 -0.026 0.338 -0.610
N -1.167 1.162 0.592 -0.502
N -1.446 -1.247 0.310 -0.649
O 1.874 0.722 -0.768 -0.012
H -0.688 -0.288 1.958 0.382
H 2.654 0.594 0.938 0.239
H 0.600 -0.179 0.735 0.404
H -2.118 1.268 0.937 0.258
H -1.262 -1.390 -0.676 0.224
H -1.166 1.351 -0.403 0.205
H -1.281 -2.119 0.797 0.229
H 0.842 -0.830 -1.654 0.397
H 0.721 0.902 -2.390 0.367
```

E_LUMO (alpha / beta) = 0.091 / -0.230 eV
Gap between HOMO and LUMO (alpha / beta) = 8.20 / 7.79 eV
M = 91.114 g mol⁻¹
Spin multiplicity = 1


This record from the Open Molecules 2025 dataset describes 2 unconnected molecules or ions with the total composition C2H9N3O at a distorted geometry. The level of theory is ωB97M-V/def2-TZVPD.

```
15
Properties=species:S:1:pos:R:3:mulliken_charge:R:1
C -0.086 -0.739 -0.037 0.358
C 1.289 -0.367 0.293 -0.549
N -0.596 -1.901 -0.073 -0.132
N -1.258 0.905 -0.671 -0.194
N 1.351 1.179 0.460 -0.426
O -2.515 0.641 -0.368 -0.266
H 1.562 -0.679 1.235 0.420
H 1.914 -0.502 -0.591 0.372
H -0.136 -2.720 0.212 0.259
H -1.487 -1.941 -0.499 0.273
H -1.275 0.804 -1.710 0.315
H 1.224 1.485 -0.621 0.435
H 2.270 1.484 0.828 0.357
H 0.500 1.572 0.964 0.384
H -2.757 0.777 0.578 0.394
```

Charge = +2
E_LUMO (alpha / beta) = -9.588 / -9.587 eV
Gap between HOMO and LUMO (alpha / beta) = 9.40 / 9.40 eV
M = 91.114 g mol⁻¹
Spin multiplicity = 1


This record from the Open Molecules 2025 dataset describes 3 unconnected molecules or ions with the total composition C2H9N3O2 at a distorted geometry. The level of theory is ωB97M-V/def2-TZVPD.

```
16
Properties=species:S:1:pos:R:3:mulliken_charge:R:1
H 0.097 -1.135 -0.733 0.211
N 0.488 -1.003 -1.848 -0.098
N -0.275 -1.295 -2.718 -0.298
H -1.226 -1.644 -2.461 0.224
C -0.660 -1.032 0.804 -0.537
N -0.564 0.242 1.033 -0.296
C 0.446 0.729 1.938 -0.711
H -0.285 -1.758 1.529 0.363
H -1.580 -1.367 0.320 0.354
H 1.281 1.110 1.342 0.243
H 0.032 1.574 2.489 0.277
H 0.792 -0.034 2.643 0.353
O -0.372 1.493 -1.189 -0.465
O 1.022 1.798 -1.135 -0.388
H -0.572 1.052 -0.147 0.426
H 1.377 1.271 -1.868 0.342
```

E_LUMO (alpha / beta) = -0.514 / -0.515 eV
Gap between HOMO and LUMO (alpha / beta) = 8.33 / 8.33 eV
M = 107.113 g mol⁻¹
Spin multiplicity = 1


This record from the Open Molecules 2025 dataset describes 2 unconnected molecules or ions with the total composition C2H9N3OS at a distorted geometry. The level of theory is ωB97M-V/def2-TZVPD.

```
16
Properties=species:S:1:pos:R:3:mulliken_charge:R:1
C -0.812 2.093 -0.159 -0.859
C 2.564 -0.083 0.442 -0.149
N -0.642 0.675 -0.265 -0.275
N -0.824 -1.595 -0.896 -0.442
N 2.190 -1.257 0.667 -0.434
O -2.560 -0.572 1.034 -0.532
S -1.806 -0.264 -0.566 0.408
H -1.646 2.245 0.534 0.292
H -1.151 2.395 -1.102 0.365
H 0.073 2.599 0.123 0.250
H 3.594 0.188 0.697 0.245
H 1.818 0.610 0.073 0.120
H -2.650 -1.512 0.968 0.287
H -1.225 -2.294 -1.573 0.258
H 0.140 -1.427 -0.842 0.241
H 2.936 -1.800 0.864 0.224
```

E_LUMO = 0.689 eV
Gap between HOMO and LUMO = 9.20 eV
M = 123.181 g mol⁻¹
Spin multiplicity = 1


Per-record energy above the lowest of the compared OMol25 structures with the same formula, charge and spin, kcal per mole: 103.2; 136.1; 68.4; 31.2; 9.2; 35.5; 138.4; 104.0; 176.1; 33.1